Entry 1:
Computed, not measured: a molecular structure, C16H34Br3Cl9O8P2 in a non-equilibrium geometry, with ωB97M-V with the def2-TZVPD basis set.

Output
Kohn-Sham gap: 9.883 eV
Strongest force on any atom: 0.06796 Eh/bohr
Charge: 0
Energy above the lowest of the compared OMol25 structures with the same formula, charge and spin: 0.00 kcal per mole

```
72
Properties=species:S:1:pos:R:3:forces:R:3
H -5.573 1.065 5.066 0.053 0.670 -0.175
C -1.911 -1.088 2.553 -0.073 -2.326 1.309
H 1.645 2.914 -7.442 0.280 -0.221 -0.003
H 1.341 -2.277 -6.032 -0.220 -0.300 0.023
C -3.374 -1.340 2.572 -1.164 0.979 -1.638
H 0.200 1.947 -7.690 -0.168 0.012 0.307
C 0.830 -0.252 7.258 0.362 0.896 -0.199
C 1.714 -0.130 -0.373 0.274 -0.671 0.250
H -3.645 -2.189 1.944 -0.080 -0.156 0.249
H -3.353 0.718 -5.065 0.115 0.389 0.762
Cl 0.977 -0.329 1.192 -0.667 0.345 0.880
H 2.309 2.982 -2.271 0.175 0.120 -0.484
C 3.645 -0.086 3.422 -0.295 0.645 -0.189
Cl 4.697 -0.503 2.029 -0.219 -0.063 1.027
C 0.709 0.855 6.241 -0.393 -0.027 -0.171
H -3.507 1.583 3.931 0.426 0.459 -0.041
C -3.464 1.685 5.015 -1.979 -0.191 -0.225
C 0.302 -2.360 -4.082 -0.884 -1.565 -0.845
O -2.241 1.255 5.538 1.880 -0.406 -0.421
H 1.447 -1.044 6.833 -0.078 -0.043 0.062
H 0.080 1.702 6.514 0.020 -0.043 0.588
P 0.015 0.259 -4.286 -0.848 -1.020 -0.543
Cl 2.345 4.964 -1.052 0.064 -0.312 -0.943
C 2.743 3.952 -2.513 -0.497 0.540 0.562
Br 1.296 -4.632 1.771 0.509 1.082 0.964
H -1.454 -1.081 1.564 -0.288 0.477 0.143
C 0.942 2.243 -6.949 1.255 -0.978 0.824
C -4.632 0.892 5.589 -0.558 0.052 0.349
O 0.146 0.326 5.043 -2.731 -0.307 -1.319
H -3.871 -1.346 3.542 0.532 -0.416 0.095
H 1.688 1.270 6.000 0.014 -0.170 -0.288
O -1.940 -1.272 5.503 0.474 0.657 -0.502
H -1.500 -1.934 3.104 0.748 -0.021 -0.045
H -0.159 -0.632 7.514 0.233 -0.021 0.398
Cl 2.417 -1.739 -0.724 0.000 0.423 -0.637
H -4.761 1.238 6.614 -0.169 -0.500 0.153
O 0.361 1.536 -3.632 0.023 -1.098 0.059
Cl 1.912 4.591 -4.015 1.036 -0.449 1.237
O 0.544 -1.101 -3.533 -0.242 3.446 -0.525
H 1.398 0.232 8.052 -0.296 -0.531 0.671
H -1.523 -0.280 -7.144 -0.013 -0.279 0.039
H 1.090 -3.928 -5.238 0.118 0.082 -0.494
H 0.235 -3.001 -3.202 0.344 -0.322 -0.165
O 0.521 0.162 -5.811 -0.377 -0.417 1.106
H 2.263 1.232 -5.472 0.229 -0.065 -0.272
Cl 3.369 1.660 3.515 0.183 0.333 -0.270
O -1.683 0.097 3.271 1.020 1.435 2.345
Cl 4.225 -0.598 5.010 0.127 -0.342 -0.533
Cl 4.521 3.811 -2.596 -0.860 0.053 -0.451
C -2.488 0.017 -6.733 0.948 -0.035 -1.417
H 2.280 -2.785 -4.611 0.323 -0.156 -0.320
H 2.641 -0.450 3.204 0.394 -0.488 0.311
C -2.321 0.702 -5.415 -1.441 0.229 0.424
H -1.953 1.727 -5.386 0.075 -0.012 -0.579
H -4.584 -0.195 5.529 0.761 0.016 0.257
H 0.918 0.144 -1.065 0.472 -0.144 -0.243
O -1.583 -0.060 -4.466 2.133 -0.322 0.570
H 0.560 2.796 -6.091 -0.510 0.011 -0.253
C 2.383 -3.412 2.930 0.667 -0.985 0.065
H 2.526 -2.451 2.436 -0.353 -0.353 -0.058
Cl 2.947 1.110 -0.265 -0.076 0.227 -0.580
C 1.318 -2.870 -5.117 0.073 0.498 1.656
Br 4.237 -4.189 3.002 -1.169 0.501 0.160
H -3.168 -0.835 -6.715 0.198 -0.083 0.379
H -3.746 -0.450 2.064 -0.730 0.032 -0.190
H -0.689 -2.409 -4.534 -0.205 0.266 0.008
H -3.574 2.709 5.373 0.052 0.101 -0.547
C 1.619 0.954 -6.306 -1.255 1.457 -0.925
P -1.492 0.004 4.910 1.908 -0.727 -0.838
Br 1.643 -3.086 4.729 0.200 -0.390 -1.301
H -2.897 0.682 -7.493 -0.156 0.334 0.191
H 2.086 0.318 -7.057 0.299 0.190 0.207
```
Positions in Å, forces in eV/Å.

Mulliken population analysis, charges in e, atoms 1 to 2: 0.38, -0.07

---

Entry 2:
Computed, not measured: a molecular structure, C16H34GaN2O10S in a non-equilibrium geometry, with ωB97M-V with the def2-TZVPD basis set.

Output
Kohn-Sham gap: 6.947 eV
Strongest force on any atom: 0.06344 Eh/bohr
Charge: -1

```
64
Properties=species:S:1:pos:R:3:forces:R:3
O -8.028 2.068 1.824 0.095 0.018 -0.048
H 0.881 -0.010 -2.886 0.106 0.156 0.086
H 1.748 -1.504 -2.564 0.084 0.106 0.291
H -6.834 -1.055 -0.063 -0.125 0.137 -0.023
C 3.089 3.143 0.019 0.051 0.311 0.179
H 2.922 0.871 -4.091 -0.144 -0.033 0.005
H -4.938 -0.285 2.732 0.151 0.172 0.327
H 8.072 1.743 -2.392 0.133 -0.022 -0.283
O -4.316 -3.158 3.316 -2.412 -0.216 -0.412
C 2.385 1.416 -1.361 0.202 -0.319 0.109
C 8.156 -0.579 -4.617 0.206 0.082 0.122
H -7.306 -2.043 1.327 -0.047 0.229 0.244
H 1.757 -3.067 3.434 -0.196 0.555 0.799
H 3.466 3.290 1.029 -0.011 -0.257 -0.030
H 2.537 -1.635 4.244 -0.654 -0.664 0.035
O 2.433 0.084 -1.499 -0.040 0.340 0.244
H -1.739 -0.418 5.194 -0.123 -0.764 -0.530
H 0.935 -0.089 3.355 -0.392 -0.883 0.137
H -1.414 -2.148 5.526 -0.245 0.212 -0.730
H -8.564 -1.392 0.264 0.077 0.113 -0.100
S -1.082 -1.574 3.107 0.247 0.090 0.152
C -8.290 3.371 1.297 -0.163 0.363 -0.135
H 9.275 -1.752 -7.402 0.065 0.207 0.141
H 7.636 -1.924 -6.759 0.021 -0.033 0.156
H 1.054 -2.392 5.000 0.316 0.144 -0.670
C -9.718 3.496 0.803 -0.166 -0.217 -0.130
Ga -3.885 -1.694 4.499 0.654 1.306 0.853
C 7.838 0.722 -2.695 -0.192 0.035 0.554
C -5.615 -3.264 3.379 3.219 -0.350 0.401
H -4.504 -2.046 5.938 -0.030 -0.030 -0.190
O 8.929 -0.670 -5.708 -0.106 0.064 0.094
H -9.907 2.827 -0.037 0.120 0.069 -0.012
N -4.682 -0.099 3.708 -0.262 -0.819 0.172
H 3.801 3.574 -0.687 -0.149 0.031 -0.059
O 1.916 2.197 -2.148 -0.003 -0.024 0.077
O -7.669 -0.046 1.562 -0.042 0.331 -0.160
H 6.760 0.674 -2.862 0.073 -0.156 -0.115
C 8.281 -0.239 -1.610 0.111 -0.292 -0.084
O 8.545 0.493 -3.923 -0.057 0.007 -0.226
H 2.120 3.635 -0.066 0.055 -0.046 -0.136
O -7.921 1.236 -0.285 0.020 0.137 0.067
C 8.688 -1.839 -6.489 0.018 -0.244 -0.275
H -8.128 4.072 2.117 0.088 -0.255 0.115
H 7.796 0.001 -0.663 0.014 0.048 -0.047
O 7.280 -1.345 -4.313 -0.003 0.061 -0.098
C -7.871 1.100 0.913 -0.013 -0.321 0.256
H 3.789 -0.601 -3.691 -0.081 -0.148 -0.025
H 1.091 -1.320 2.084 -0.614 0.156 0.764
C -7.589 -1.191 0.711 0.123 -0.559 -0.070
C 0.719 -1.166 3.133 0.585 -0.387 0.296
H 9.364 -0.192 -1.477 -0.040 0.144 0.052
H 9.016 -2.726 -5.946 -0.161 0.014 0.014
H -5.586 -0.031 4.190 0.267 0.130 -0.304
C -1.839 -1.453 4.765 0.468 0.473 0.049
O 2.976 1.738 -0.198 -0.149 -0.153 -0.281
C 1.561 -2.150 4.042 0.144 0.885 -0.813
H 2.397 -0.663 -4.795 -0.004 -0.041 0.064
H 8.036 -1.270 -1.868 -0.116 0.087 -0.001
C 2.796 -0.194 -3.894 0.237 0.266 0.005
H -10.421 3.223 1.593 0.063 0.125 0.061
H -7.569 3.617 0.514 -0.053 -0.181 -0.045
H -9.926 4.518 0.480 0.030 -0.002 0.058
N -6.735 -3.430 3.602 -1.122 0.015 -0.427
C 1.873 -0.431 -2.714 -0.124 -0.197 -0.519
```
Positions in Å, forces in eV/Å.

Mulliken population analysis, charges in e, atoms 1 to 2: -0.34, 0.32